Entry 1:
DFT (ωB97M-V/def2-TZVPD) results for a molecular structure, C40H43N3OP2SSe2Ti.

Each line ends with the Löwdin spin population.
Positions of all 93 atoms, in Å:
Ti  -1.81  1.79  0.41  1.28
C  -2.89  3.71  1.04  0.00
C  -2.41  3.06  2.20  0.02
C  -3.02  1.77  2.29  0.02
C  -3.87  1.62  1.15  0.03
C  -3.81  2.83  0.40  0.02
C  -4.68  3.20  -0.76  0.01
C  -4.71  0.41  0.86  0.01
C  -2.91  0.85  3.46  0.00
C  -1.56  3.66  3.29  0.01
C  -2.63  5.14  0.65  0.00
H  -4.14  3.80  -1.50  0.00
H  -5.54  3.78  -0.41  0.00
H  -5.06  2.31  -1.27  0.00
H  -5.02  0.40  -0.19  0.00
H  -5.61  0.39  1.48  0.00
H  -4.14  -0.50  1.05  0.00
H  -1.87  0.60  3.67  0.00
H  -3.46  -0.07  3.29  0.00
H  -3.33  1.32  4.35  0.00
H  -2.20  4.11  4.06  0.00
H  -0.92  4.45  2.90  0.00
H  -0.94  2.91  3.76  0.00
H  -2.47  5.23  -0.42  0.00
H  -1.75  5.53  1.17  0.00
H  -3.49  5.76  0.91  0.00
Se  3.04  -0.97  -2.37  0.00
P  2.57  -1.30  -0.35  0.00
C  2.41  -3.06  0.09  0.00
C  3.51  -3.79  0.53  0.00
C  3.38  -5.13  0.82  0.00
C  2.16  -5.77  0.64  0.00
C  1.07  -5.05  0.17  0.00
C  1.19  -3.70  -0.10  0.00
C  3.86  -0.65  0.76  0.00
C  5.04  -0.16  0.21  0.00
C  6.00  0.40  1.03  0.00
C  5.79  0.47  2.40  0.00
C  4.62  -0.05  2.95  0.00
C  3.66  -0.62  2.14  0.00
C  1.04  -0.53  0.19  0.00
C  -0.28  -0.61  -0.30  0.13
N  -1.04  0.10  0.60  0.08
N  -0.22  0.60  1.53  0.14
N  1.02  0.23  1.29  0.05
P  -1.28  -0.89  -1.74  0.05
Se  -2.32  1.02  -2.04  0.04
C  -2.35  -2.29  -1.31  0.01
C  -3.00  -3.01  -2.32  0.00
C  -3.74  -4.13  -1.99  0.00
C  -3.84  -4.55  -0.67  0.00
C  -3.22  -3.82  0.34  0.00
C  -2.48  -2.69  0.02  0.01
C  -0.34  -1.37  -3.20  0.01
C  -0.08  -2.70  -3.48  0.00
C  0.69  -3.04  -4.59  0.00
C  1.20  -2.04  -5.40  0.00
C  0.95  -0.71  -5.11  0.00
C  0.17  -0.37  -4.02  0.00
H  4.47  -3.29  0.65  0.00
H  4.23  -5.69  1.17  0.00
H  2.07  -6.82  0.86  0.00
H  0.12  -5.55  0.02  0.00
H  0.35  -3.14  -0.47  0.00
H  5.18  -0.22  -0.86  0.00
H  6.92  0.78  0.60  0.00
H  6.52  0.93  3.03  0.00
H  4.46  0.00  4.01  0.00
H  2.75  -1.03  2.55  0.00
H  -2.93  -2.67  -3.34  0.00
H  -4.23  -4.69  -2.78  0.00
H  -4.42  -5.43  -0.43  0.00
H  -3.29  -4.14  1.37  0.00
H  -2.01  -2.12  0.81  0.00
H  -0.49  -3.47  -2.85  0.00
H  0.89  -4.08  -4.80  0.00
H  1.81  -2.30  -6.25  0.00
H  1.37  0.07  -5.74  0.00
H  -0.03  0.67  -3.78  0.00
O  -0.33  2.81  -0.41  0.04
S  0.71  3.87  -0.19  0.01
C  2.11  3.31  -1.26  0.00
C  3.35  3.26  -0.38  0.00
C  2.88  2.70  0.96  0.00
C  1.63  3.46  1.35  0.01
H  2.21  4.00  -2.10  0.00
H  1.83  2.33  -1.63  0.00
H  3.77  4.26  -0.25  0.00
H  4.11  2.63  -0.83  0.00
H  3.66  2.77  1.73  0.00
H  2.63  1.64  0.85  0.00
H  1.84  4.41  1.83  0.00
H  0.96  2.86  1.98  0.00

Values from the calculation:
LUMO level (alpha / beta): 0.01451 / 0.01406 Eh
multiplicity: 3
energy above the lowest of the compared OMol25 structures with the same formula, charge and spin: 0.0 kcal/mol
electronic energy: -231918.007 eV

Entry 2:
DFT (ωB97M-V/def2-TZVPD) results for 2 unconnected molecules or ions with the total composition C5H8NP.

Each line ends with the natural charge from an NBO analysis.
Positions of all 15 atoms, in Å:
C  2.40  0.17  -0.84  0.16
C  2.30  -0.55  0.09  -0.10
C  2.13  -1.43  1.15  -0.68
C  -2.69  -0.30  1.28  -0.71
C  -1.37  0.35  1.09  -0.54
N  2.39  0.97  -1.87  -0.84
P  -0.05  1.18  0.95  0.53
H  1.11  -2.02  1.15  0.24
H  2.90  -2.15  1.15  0.23
H  2.09  -0.84  2.12  0.23
H  -3.53  0.36  1.05  0.24
H  -2.62  -1.06  0.47  0.23
H  -2.79  -0.79  2.20  0.24
H  3.27  1.38  -2.19  0.39
H  1.80  0.71  -2.70  0.39

Values from the calculation:
SMILES: CC#CN.CC#P
LUMO level: 0.03451 Eh
multiplicity: 1
energy above the lowest of the compared OMol25 structures with the same formula, charge and spin: 81.9 kcal/mol
electronic energy: -16089.332 eV

Entry 3:
DFT (ωB97M-V/def2-TZVPD) results for a molecular structure, C6H12.

Each line ends with the natural charge from an NBO analysis.
Positions of all 18 atoms, in Å:
C  2.08  -0.92  -0.49  -0.59
C  1.07  -0.31  0.45  -0.46
C  -0.03  0.30  -0.38  -0.03
C  -0.79  1.68  0.40  -0.62
C  -1.67  -0.09  0.37  -0.29
C  -1.06  -0.64  -0.85  -0.49
H  1.61  -1.73  -1.06  0.20
H  2.96  -1.31  0.02  0.21
H  2.41  -0.18  -1.22  0.21
H  0.72  -1.10  1.13  0.18
H  1.60  0.42  1.07  0.21
H  -1.24  1.89  1.39  0.18
H  -1.32  2.31  -0.30  0.22
H  0.21  2.08  0.51  0.22
H  -1.59  -0.67  1.28  0.21
H  -2.64  0.40  0.27  0.22
H  -1.57  -0.41  -1.79  0.21
H  -0.80  -1.70  -0.77  0.22

Values from the calculation:
LUMO level: 0.04280 Eh
multiplicity: 1
energy above the lowest of the compared OMol25 structures with the same formula, charge and spin: 120.3 kcal/mol
electronic energy: -6411.722 eV

- Which of these has the lowest electronic energy?
  C40H43N3OP2SSe2Ti

- Among the records above, which one has the highest energy above the lowest of the compared OMol25 structures with the same formula, charge and spin?
  C6H12

- Which value of multiplicity does entry 1 give?
  3